No. 1
{"formula": "C5H13N2", "method": "wB97M-V/def2-TZVPD", "elements": ["C", "C", "C", "C", "C", "N", "N", "H", "H", "H", "H", "H", "H", "H", "H", "H", "H", "H", "H", "H"], "coordinates": [[2.21500, 0.37857, 0.12919], [-1.35660, -0.74347, 1.20891], [-0.91402, 1.42304, -0.10756], [-1.26763, -0.79087, -1.31837], [-1.14164, -0.03795, -0.06018], [3.42390, 0.00525, -0.33990], [1.21702, -0.38543, 0.42325], [1.92784, 1.42662, 0.38628], [-1.00559, -1.71027, 1.27457], [-0.84763, -0.17952, 1.92631], [-2.39959, -0.61791, 1.51821], [0.04436, 1.71510, 0.33407], [-1.75578, 1.74068, 0.49166], [-0.89773, 1.68856, -1.11813], [-1.92074, -0.23506, -2.10154], [-0.31345, -0.63518, -1.87822], [-1.40908, -1.90849, -1.16394], [4.15207, 0.67821, -0.40108], [3.55428, -0.98454, 0.00604], [1.34714, -1.43414, 0.47385]], "nbo_charge": [0.33, -0.74, -0.73, -0.79, 0.66, -0.78, -0.77, 0.18, 0.25, 0.26, 0.28, 0.28, 0.27, 0.24, 0.31, 0.31, 0.26, 0.42, 0.41, 0.36], "total_charge": 1, "e_tot_ha": -307.49596, "gap_ev": 8.8, "e_homo_ev": -13.72}

=====

No. 2
{"formula": "C18H59N10O4P3Ti", "method": "wB97M-V/def2-TZVPD", "elements": ["Ti", "N", "H", "H", "H", "H", "O", "H", "O", "P", "N", "C", "C", "N", "C", "C", "N", "C", "C", "H", "H", "H", "H", "H", "H", "H", "H", "H", "H", "H", "H", "H", "H", "H", "H", "H", "H", "O", "P", "N", "C", "C", "N", "C", "C", "N", "C", "C", "H", "H", "H", "H", "H", "H", "H", "H", "H", "H", "H", "H", "H", "H", "H", "H", "H", "H", "O", "P", "N", "C", "C", "N", "C", "C", "N", "C", "C", "H", "H", "H", "H", "H", "H", "H", "H", "H", "H", "H", "H", "H", "H", "H", "H", "H", "H"], "coordinates": [[0.43320, -3.83159, 1.64896], [-3.22557, -2.33360, -4.46470], [-3.04242, -1.50287, -5.00917], [-2.43327, -2.49084, -3.85838], [-3.28674, -3.17418, -5.02125], [-4.05958, -2.16134, -3.92167], [-0.62050, -2.17323, -1.31534], [-0.20670, -1.30586, -1.49132], [5.39637, -3.00668, 1.95640], [6.67485, -2.34393, 1.70795], [8.02066, -3.29796, 2.20260], [8.45182, -3.20710, 3.58456], [8.15434, -4.58893, 1.56434], [6.78149, -0.79849, 2.47369], [5.72750, -0.31763, 3.32716], [7.95392, 0.15083, 2.47256], [7.08945, -2.00563, 0.04051], [8.40647, -1.70570, -0.55581], [6.02778, -2.10227, -0.98108], [7.65309, -3.45827, 4.28244], [8.78243, -2.18500, 3.76929], [9.29733, -3.85093, 3.82686], [9.21089, -4.83814, 1.66287], [7.90115, -4.61275, 0.50442], [7.62349, -5.38488, 2.08662], [5.57040, 0.74043, 3.11757], [4.82597, -0.84268, 3.01144], [5.89016, -0.51284, 4.38713], [7.81682, 1.03332, 3.09746], [8.84605, -0.42526, 2.71817], [8.11925, 0.52192, 1.46110], [9.15222, -1.68358, 0.23884], [8.82467, -2.45629, -1.22650], [8.38584, -0.68941, -0.94929], [6.20799, -1.40960, -1.80317], [5.06976, -1.76753, -0.58324], [5.92027, -3.10314, -1.39915], [2.12363, 8.39176, -0.81057], [2.39175, 6.97219, -0.42923], [3.70732, 6.25295, -1.28008], [4.19820, 4.88653, -0.98530], [4.05541, 6.81888, -2.57125], [1.20162, 5.74986, -0.63631], [-0.07231, 6.06828, -1.29201], [1.23894, 4.35901, -0.08340], [2.75438, 6.77869, 1.27830], [1.68198, 7.10239, 2.19560], [4.13831, 7.18144, 1.70161], [3.73582, 4.18463, -1.67930], [3.95806, 4.59958, 0.03847], [5.28018, 4.88835, -1.11724], [3.25043, 6.49354, -3.23023], [5.00083, 6.45630, -2.97477], [4.07129, 7.90860, -2.58971], [-0.92749, 5.55383, -0.85373], [-0.29298, 7.13391, -1.35389], [-0.07594, 5.63588, -2.29258], [1.79336, 4.34377, 0.85494], [0.29255, 3.83617, 0.05465], [1.85361, 3.76799, -0.76239], [0.76987, 6.80302, 1.67931], [1.65388, 6.49413, 3.09966], [1.60740, 8.18799, 2.25906], [4.65674, 6.25631, 1.95352], [4.05742, 7.97078, 2.44894], [4.71050, 7.65786, 0.90556], [-7.99794, -2.55369, -2.10365], [-8.86589, -3.20087, -1.05321], [-10.29089, -2.31795, -0.60833], [-11.27120, -2.14892, -1.66685], [-10.19908, -1.13589, 0.22321], [-8.00233, -3.43137, 0.41897], [-8.60898, -3.98275, 1.63667], [-6.55378, -3.29901, 0.50461], [-9.46497, -4.72038, -1.55892], [-9.07730, -5.34150, -2.81031], [-10.55054, -5.37815, -0.83664], [-11.74285, -3.05706, -2.04225], [-10.93556, -1.58951, -2.54007], [-12.11078, -1.62340, -1.21183], [-9.77870, -0.29713, -0.33166], [-9.43300, -1.28589, 0.98395], [-11.18845, -1.03697, 0.66981], [-8.23060, -4.99490, 1.77982], [-8.26260, -3.35550, 2.45805], [-9.69873, -3.97048, 1.61703], [-6.32942, -2.23465, 0.57465], [-6.19569, -3.64771, 1.47326], [-5.93764, -3.77194, -0.26012], [-9.27160, -6.41322, -2.85232], [-9.59858, -4.91402, -3.66683], [-8.00379, -5.19271, -2.92665], [-11.39638, -5.42698, -1.52241], [-10.85895, -4.89691, 0.09146], [-10.29938, -6.39351, -0.52997]], "lowdin_spin": [2.99, 0.00, 0.00, 0.00, 0.00, 0.00, 0.00, 0.00, 0.00, 0.00, 0.00, 0.00, 0.00, 0.00, 0.00, 0.00, 0.00, 0.00, 0.00, 0.00, 0.00, 0.00, 0.00, 0.00, 0.00, 0.00, 0.00, 0.00, 0.00, 0.00, 0.00, 0.00, 0.00, 0.00, 0.00, 0.00, 0.00, 0.00, 0.00, 0.00, 0.00, 0.00, 0.00, 0.00, 0.00, 0.00, 0.00, 0.00, 0.00, 0.00, 0.00, 0.00, 0.00, 0.00, 0.00, 0.00, 0.00, 0.00, 0.00, 0.00, 0.00, 0.00, 0.00, 0.00, 0.00, 0.00, 0.00, 0.00, 0.00, 0.00, 0.00, 0.00, 0.00, 0.00, 0.00, 0.00, 0.00, 0.00, 0.00, 0.00, 0.00, 0.00, 0.00, 0.00, 0.00, 0.00, 0.00, 0.00, 0.00, 0.00, 0.00, 0.00, 0.00, 0.00, 0.00], "total_charge": 1, "e_tot_ha": -3442.86810, "s_squared": 3.75, "gap_ev": [5.7, 5.9], "multiplicity": 4, "e_homo_ev": [-9.37, -9.37]}

=====

No. 3
{"formula": "C24H34LuN3O5S2", "method": "wB97M-V/def2-TZVPD", "elements": ["Lu", "C", "O", "C", "C", "O", "C", "C", "O", "C", "H", "H", "H", "H", "H", "H", "H", "H", "H", "H", "H", "H", "H", "H", "O", "C", "O", "C", "C", "C", "C", "C", "C", "S", "H", "H", "H", "H", "C", "N", "C", "C", "N", "C", "S", "H", "H", "H", "H", "H", "H", "C", "C", "C", "C", "C", "C", "H", "H", "H", "H", "H", "H", "H", "H", "H", "N", "C", "H"], "coordinates": [[0.05772, 0.47065, -0.40450], [1.96257, -0.16845, 2.90038], [0.89921, 0.59626, 2.36493], [-0.11789, 0.81016, 3.31696], [-1.16372, 1.70512, 2.69854], [-1.69238, 1.14001, 1.49858], [-2.70299, 0.15209, 1.72627], [-2.31582, -1.16624, 1.07092], [-0.90358, -1.29119, 1.21874], [-0.44473, -2.64209, 1.17027], [2.43573, 0.36720, 3.72978], [1.59804, -1.13796, 3.25938], [2.68717, -0.33989, 2.10992], [-0.54176, -0.15439, 3.62875], [0.29118, 1.30206, 4.21089], [-1.97687, 1.88672, 3.40794], [-0.72069, 2.65794, 2.41233], [-2.82504, 0.01588, 2.80331], [-3.64758, 0.51760, 1.31531], [-2.82682, -1.98924, 1.58257], [-2.56392, -1.20627, 0.00555], [-0.77605, -3.12517, 0.24862], [0.64135, -2.60860, 1.19751], [-0.82993, -3.18444, 2.04097], [-1.95436, 1.24130, -1.23628], [-1.35658, 1.17160, -2.37042], [-0.16867, 1.56547, -2.45109], [-1.97462, 0.36907, -3.45520], [-2.70132, 0.90954, -4.50016], [-3.25254, 0.06399, -5.45420], [-3.05589, -1.30649, -5.33408], [-2.31575, -1.83578, -4.29057], [-1.75206, -1.00832, -3.32037], [-0.76272, -1.64295, -1.99619], [-2.83147, 1.98199, -4.57447], [-3.82384, 0.46624, -6.27933], [-3.48590, -1.97311, -6.07119], [-2.16237, -2.90525, -4.22586], [1.54028, 5.98223, -0.84492], [0.24657, 5.34109, -0.95255], [-0.84536, 5.87340, -1.61230], [-1.83013, 4.95068, -1.55127], [-1.33443, 3.88226, -0.84368], [-0.05583, 4.11230, -0.49122], [0.97252, 3.08054, 0.39607], [1.38854, 7.05459, -0.74246], [2.13853, 5.77240, -1.73121], [2.05327, 5.59756, 0.03270], [-0.81466, 6.85070, -2.05565], [-2.82782, 4.95924, -1.94776], [-1.76354, 2.95240, -0.76502], [5.53584, -4.08797, -0.86768], [4.84614, -3.65239, 0.42992], [4.13765, -4.85240, 1.07007], [5.88754, -3.09138, 1.40653], [3.86472, -2.60121, 0.12982], [3.05751, -1.73724, -0.11460], [6.26392, -4.87186, -0.64918], [6.05729, -3.25035, -1.33028], [4.81230, -4.47708, -1.58296], [4.86350, -5.63780, 1.28903], [3.37958, -5.26004, 0.40171], [3.65261, -4.56078, 2.00166], [6.62224, -3.86440, 1.63942], [5.41524, -2.77581, 2.33736], [6.40898, -2.23654, 0.97676], [2.15835, 0.23558, -1.10482], [2.03251, -0.76558, -0.30250], [3.00333, 0.37283, -1.65854]], "nbo_charge": [1.57, -0.24, -0.53, -0.09, -0.09, -0.55, -0.08, -0.10, -0.57, -0.25, 0.17, 0.17, 0.22, 0.17, 0.18, 0.18, 0.23, 0.17, 0.20, 0.19, 0.23, 0.21, 0.22, 0.17, -0.80, 0.77, -0.68, -0.11, -0.21, -0.24, -0.20, -0.22, -0.12, -0.39, 0.21, 0.21, 0.21, 0.22, -0.41, -0.35, -0.09, -0.06, -0.53, 0.30, -0.27, 0.21, 0.22, 0.24, 0.23, 0.23, 0.47, -0.59, -0.16, -0.59, -0.58, 0.11, -0.16, 0.20, 0.21, 0.22, 0.20, 0.22, 0.21, 0.21, 0.21, 0.21, -0.76, -0.14, 0.36], "e_tot_ha": -3507.35620, "gap_ev": 7.2, "e_homo_ev": -6.68}

=====

Relative energy (zero: lowest compared OMol25 entry of this formula, charge and spin), record by record: 78.8, 191.4, 0.0 kcal/mol
Largest force on an atom, record by record: 2.810, 4.031, 0.841 eV Å⁻¹